# 1
The following is a quantum chemistry calculation of C28H23AsN2O7PtS as an isolated structure at a distorted geometry, from the Open Molecules 2025 dataset.

```
63
Properties=species:S:1:pos:R:3:lowdin_charge:R:1
C 4.40 3.11 2.70 -0.0772
C -4.47 -3.65 0.37 0.0007
C -3.15 -2.46 -5.25 -0.0393
C 2.67 0.96 -1.18 0.0134
H -4.10 2.96 -0.04 0.1289
H 3.04 -2.27 0.11 0.1088
H 1.77 1.56 -1.44 0.0801
H 2.69 3.29 1.46 0.1271
O 4.03 0.35 6.40 0.0891
H -2.71 4.49 -1.47 0.1276
H -1.31 -5.10 -4.37 0.0821
H 3.12 0.57 -2.07 0.1046
O 4.72 4.53 0.84 0.0838
C -2.74 -2.00 -0.15 -0.3545
C -2.57 3.42 -1.51 -0.0055
O 5.84 1.42 6.10 0.1231
C -2.85 -1.64 -4.19 -0.0699
C -1.64 2.91 -2.37 -0.0401
C -2.60 -3.75 -5.29 -0.0073
H 3.72 -0.80 0.86 0.1128
H 4.34 -1.19 -0.70 0.1063
C -3.11 1.23 -0.73 -0.1425
C 2.30 2.04 3.12 -0.1238
O 6.42 3.81 2.02 0.1133
H 5.99 2.61 4.25 0.1553
C 3.43 -1.26 -0.10 0.0301
C -4.42 -3.36 1.71 -0.0140
O 0.00 1.33 3.19 -0.0122
C 0.97 1.72 2.56 -0.5326
As -1.64 -1.20 -1.53 1.4508
N 4.70 1.20 5.83 -0.3432
H 3.31 1.58 -0.57 0.0979
H -0.52 1.17 -2.97 0.1040
N 5.24 3.89 1.76 -0.3351
O 1.14 -0.62 -0.17 -0.1321
H 2.17 1.02 5.03 0.1673
S -1.68 -0.52 1.92 0.9484
H -3.36 -0.71 -4.15 0.1032
C 2.31 -0.30 -0.47 -0.4126
H -3.86 -2.08 -5.97 0.1242
H -2.88 -4.37 -6.14 0.1255
H -5.12 -3.88 2.35 0.1378
H -5.06 -4.39 -0.06 0.1111
H -3.38 -2.32 3.26 0.1372
C -3.38 2.56 -0.72 -0.0260
C -1.95 -2.10 -3.18 -0.3662
C 2.78 1.64 4.32 0.0750
C 3.09 2.88 2.37 0.0528
O 0.99 1.79 1.23 -0.2248
H -3.63 -3.38 -1.50 0.1063
H -3.72 0.54 -0.10 0.1205
C -1.32 1.53 -2.37 -0.0949
C -2.06 0.66 -1.52 -0.5289
C -2.67 -1.69 1.22 -0.6464
C -3.65 -2.97 -0.51 -0.0664
C 4.96 2.55 3.87 0.1026
C -3.49 -2.43 2.16 -0.0339
C -1.27 -3.36 -3.28 -0.0679
Pt -0.57 0.85 0.28 1.0417
C 4.07 1.94 4.67 -0.1031
H -1.06 3.63 -2.98 0.1422
H -0.56 -3.75 -2.58 0.1060
C -1.71 -4.18 -4.32 -0.0411
```

E_LUMO (alpha / beta)   -6.39 / -9.38 eV
Charge   +2
Multiplicity   5
Orbital gap (alpha / beta)   8.263 / 5.275 eV
Energy above the lowest of the compared OMol25 structures with the same formula, charge and spin   0.3897 eV

=====

# 2
The following is a quantum chemistry calculation of C15H20N2O2Sr as an isolated structure at a distorted geometry, from the Open Molecules 2025 dataset.

```
40
Properties=species:S:1:pos:R:3:lowdin_charge:R:1
H 2.21 3.67 1.06 -0.0128
H 3.69 0.24 -2.34 -0.0886
C 3.18 -0.21 -1.48 -0.2900
H 3.84 -0.35 -0.60 -0.0901
H 2.39 0.47 4.61 0.1080
C -1.64 -0.88 -1.72 -0.1978
C -0.63 -1.03 -4.30 -0.0435
C -1.67 -0.14 1.85 -0.1434
Sr 1.17 1.38 -0.21 1.2371
H -3.83 -2.10 -0.59 0.0999
H 0.59 2.98 -1.83 -0.0213
N -1.35 -0.10 0.58 0.1011
H 0.92 0.26 -3.47 0.1060
C 0.31 0.04 2.95 -0.3571
H -2.96 -0.77 3.45 0.1128
H -0.83 0.48 2.61 0.0921
C 1.83 -0.47 4.64 0.0198
H 2.62 -1.12 -1.76 -0.0930
O 1.21 -0.22 2.05 -0.0806
C -2.10 -0.83 -0.31 -0.1761
H -3.22 -2.17 -2.44 0.0961
H -4.46 -2.07 1.84 0.1125
H 0.62 2.80 1.58 -0.0937
C -3.59 -1.53 1.49 -0.0401
N -0.50 -0.20 -2.03 0.0648
H 2.40 2.11 -1.95 -0.0700
C -2.31 -1.63 -2.71 -0.0101
C -0.01 -0.28 -3.28 -0.1136
H -0.18 -1.05 -5.29 0.1079
H 2.43 1.89 1.62 -0.0935
C -1.81 -1.71 -4.01 -0.0530
H 2.15 3.81 -1.30 0.0589
O 0.46 -0.20 4.17 0.0022
H -2.33 -2.29 -4.77 0.1128
H 1.70 -0.82 5.66 0.0929
C -3.24 -1.54 0.14 -0.0046
C -2.77 -0.81 2.38 -0.0302
C 1.67 2.92 -1.93 -0.0924
H 2.30 -1.23 4.00 0.0979
C 1.72 2.71 1.61 -0.4272
```

E_LUMO (alpha / beta)   -0.75 / -0.82 eV
Orbital gap (alpha / beta)   4.732 / 4.698 eV
Energy above the lowest of the compared OMol25 structures with the same formula, charge and spin   4.2756 eV

=====

# 3
The following is a quantum chemistry calculation of C3H5NO2 as an isolated structure at a distorted geometry, from the Open Molecules 2025 dataset.

```
11
Properties=species:S:1:pos:R:3:lowdin_charge:R:1
H -1.71 1.07 -0.54 0.0859
N 0.63 -0.42 -0.28 -0.2248
H 2.32 -1.73 -0.39 0.2639
H 0.63 1.58 -1.02 0.1567
O 1.73 -0.94 0.27 -0.0405
C -1.25 0.51 0.21 0.0206
O -1.26 -1.85 0.03 0.0550
C -0.69 -0.77 -0.22 -0.4393
C 0.35 0.94 -0.02 -0.0777
H -1.75 0.58 1.04 0.0623
H 1.00 1.03 0.92 0.1379
```

E_LUMO   0.29 eV
Orbital gap   9.437 eV
Energy above the lowest of the compared OMol25 structures with the same formula, charge and spin   5.7133 eV

=====

# 4
The following is a quantum chemistry calculation of C39H39BBrF14N3OSrTe as an isolated structure at a distorted geometry, from the Open Molecules 2025 dataset.

```
100
Properties=species:S:1:pos:R:3:lowdin_charge:R:1
Sr 0.25 0.27 -0.31 1.4179
H 1.77 0.53 3.29 0.0807
H 3.31 -0.37 3.09 0.0889
C 2.26 -0.29 2.75 -0.0793
H -3.65 1.71 2.08 0.0722
F -0.60 -0.38 4.16 0.0539
H -7.82 0.43 -2.56 0.0736
C -4.23 6.30 0.72 -0.1133
Br -3.55 -1.17 -0.60 0.8297
N 2.27 1.46 -1.37 -0.0976
O -1.77 1.14 -1.25 -0.3600
C -1.23 -3.85 -3.09 -0.1644
H -0.73 5.07 2.53 0.0430
C 0.25 -3.19 -1.22 -0.2145
C -2.26 3.56 -3.00 -0.5090
F -1.15 -0.54 1.93 -0.0710
C -5.34 1.34 -3.37 -0.1971
C -2.87 1.26 -1.91 -0.4331
H -3.42 4.92 -1.76 0.0708
F 1.07 -5.05 0.09 0.0530
B -1.14 -1.25 3.19 -1.2971
H -8.79 1.30 -3.76 0.0742
F -2.00 -3.47 -4.13 0.0940
C 0.36 -4.59 -0.97 -0.1372
C 1.63 1.34 -3.64 -0.1571
F -0.12 -6.85 -1.43 0.0783
N 0.80 -2.17 -0.56 -0.1077
N 2.20 -0.03 1.32 -0.3207
C 1.79 1.53 -4.99 -0.1603
H 1.38 -2.61 1.43 0.0992
H 1.72 -1.20 3.00 0.0753
H 3.72 -1.46 0.92 0.1187
C -1.07 4.42 1.73 -0.4495
C -6.78 2.57 -5.06 -0.0781
C -4.72 3.95 0.80 -0.0377
H -1.19 2.57 -4.61 0.0787
H -4.57 3.16 -4.14 0.0837
C -6.65 1.34 -4.17 -0.5649
H -1.04 4.34 -4.62 0.0827
C -3.89 0.27 -1.79 -0.5610
H -5.41 3.13 0.66 0.1181
C -6.70 0.09 -5.07 -0.0560
H 3.58 1.53 1.73 0.1150
C 2.75 1.31 1.03 -0.2302
H -2.84 1.71 0.50 0.0168
H -2.54 3.56 -5.16 0.0753
C -4.39 2.34 -3.47 -0.0065
C -2.92 6.03 1.10 -0.0581
H -0.33 2.85 -2.21 0.0594
H -7.73 2.53 -5.60 0.0758
C 2.73 -1.15 0.53 -0.2154
C -3.41 3.67 1.19 -0.2721
H -2.21 6.84 1.20 0.1072
C -0.28 -5.54 -1.74 -0.1691
C -5.07 0.29 -2.49 -0.1068
H -6.77 3.49 -4.47 0.0822
C -1.05 3.66 -2.06 -0.0428
H -0.41 4.55 0.87 0.0425
H -1.35 3.64 -1.01 0.0663
H -2.39 5.73 -2.97 0.0798
C -1.73 3.51 -4.44 -0.0383
C -1.08 -5.20 -2.81 -0.1719
F 0.82 1.17 -5.85 0.1008
H -7.84 2.20 -2.56 0.0845
H -6.65 -0.82 -4.48 0.0764
H -5.98 2.63 -5.79 0.0830
C 3.77 2.22 -3.22 -0.1352
H 4.17 0.97 -0.53 0.1150
C -2.50 4.72 1.34 -0.2995
C 3.29 1.61 -0.36 -0.2851
H -5.86 0.09 -5.76 0.0887
F -1.69 -6.14 -3.56 0.0621
Te -1.05 2.36 2.35 1.3932
C 2.59 1.68 -2.65 -0.2132
C -3.05 4.87 -2.79 -0.0469
F -0.35 -2.39 3.06 0.1092
H -3.90 4.95 -3.47 0.0676
H -0.53 4.61 -2.25 0.0883
C 2.97 2.07 -5.48 -0.1693
F 5.10 2.95 -5.02 0.0829
C 3.95 2.41 -4.58 -0.1681
F 0.48 0.78 -3.21 0.0554
H 3.69 2.64 -0.28 0.1126
F 3.15 2.27 -6.81 0.0710
H -7.63 0.08 -5.64 0.0744
H 2.53 -3.19 0.23 0.1101
H 1.96 2.04 1.25 0.0744
F -0.76 -1.60 -2.65 0.0529
C -5.13 5.25 0.57 -0.1064
F 4.81 2.62 -2.43 0.0465
F -2.46 -1.58 3.52 0.1137
H -4.54 7.32 0.53 0.0913
C -0.59 -2.90 -2.33 -0.1699
H -5.77 -0.52 -2.35 0.0922
C 1.81 -2.39 0.45 -0.2414
H -6.15 5.45 0.26 0.0943
H 2.88 -0.80 -0.49 0.0974
C -7.84 1.31 -3.21 -0.0592
C -3.18 2.35 -2.76 -0.0785
C -2.97 2.25 1.43 -0.3941
```

E_LUMO   3.68 eV
Charge   -2
Orbital gap   5.802 eV
Energy above the lowest of the compared OMol25 structures with the same formula, charge and spin   0.3494 eV

=====

# 5
The following is a quantum chemistry calculation of the molecule C2H2O2 at a distorted geometry, from the Open Molecules 2025 dataset.

```
6
Properties=species:S:1:pos:R:3:lowdin_charge:R:1
O 0.98 0.52 0.41 0.0324
C -0.01 -0.03 -0.46 -0.2094
C 0.12 0.28 1.37 -0.0635
O -0.91 -0.07 0.56 -0.0029
H -0.32 0.41 -1.29 0.0972
H 0.13 -1.10 -0.59 0.1461
```

E_LUMO   0.80 eV
Orbital gap   10.662 eV
Energy above the lowest of the compared OMol25 structures with the same formula, charge and spin   2.4251 eV

=====

# 6
The following is a quantum chemistry calculation of C18H13Cl5O2ReS2SbSe4 as an isolated structure, from the Open Molecules 2025 dataset.

```
46
Properties=species:S:1:pos:R:3:lowdin_charge:R:1
C -0.53 -3.90 3.63 -0.2092
Cl -0.73 5.64 1.17 0.7548
C -0.56 4.40 2.33 -0.6974
C -0.65 4.73 3.70 -0.6727
S -0.34 -0.89 -6.03 1.1256
Re 0.07 0.06 2.89 0.9376
H 1.98 -1.14 -4.13 0.1066
Cl -0.19 2.74 0.26 0.7396
C 1.36 -0.82 -6.81 -0.6339
C -1.39 -0.45 -2.29 0.0232
C -3.09 -2.98 3.90 -0.2085
H 0.46 -3.74 3.19 0.0680
H 2.19 -0.77 -8.75 0.1032
C 1.04 -0.86 -2.25 0.0014
H -3.48 -3.94 3.58 0.0849
S -1.61 -2.66 2.96 0.9937
H -2.29 -0.43 -4.21 0.1165
Se 3.33 3.28 2.08 0.0924
C -0.15 -0.79 -4.33 -0.4660
C -0.27 2.46 4.24 -0.6562
H 1.05 -2.10 -8.46 0.1051
H 0.42 -0.47 -8.70 0.0897
Se 3.53 1.98 -2.07 0.0823
O 2.35 -0.63 -6.17 0.0841
O -1.09 -1.34 3.66 -0.7015
H -0.50 -3.81 4.72 0.0840
C -1.38 -0.55 -3.64 -0.0805
C 1.05 -0.96 -3.61 -0.0356
C -0.15 -0.43 -0.19 -0.0586
C 1.25 -1.04 -8.28 -0.0483
C -0.18 -0.59 -1.54 -0.2196
Cl -0.93 6.33 4.17 0.7912
H -0.92 -4.87 3.33 0.0850
Cl -0.03 1.13 5.36 0.7442
Se 3.39 -0.60 0.92 0.0980
Cl -0.58 4.10 6.35 0.7713
Sb 3.40 1.86 0.24 0.0824
C -0.50 3.74 4.68 -0.7022
C -0.08 -0.25 1.06 -0.3079
C -0.19 2.08 2.90 -0.3948
H 1.95 -0.97 -1.68 0.0718
Se 2.32 -0.25 3.02 0.2552
H -3.81 -2.19 3.64 0.0765
H -2.31 -0.24 -1.76 0.1344
H -2.86 -2.97 4.96 0.0834
C -0.33 3.09 1.94 -0.6933
```

E_LUMO (alpha / beta)   -8.19 / -8.38 eV
Charge   +2
Orbital gap (alpha / beta)   5.255 / 5.068 eV

=====

Please write out number 2 again, unchanged.
The following is a quantum chemistry calculation of C15H20N2O2Sr as an isolated structure at a distorted geometry, from the Open Molecules 2025 dataset.

```
40
Properties=species:S:1:pos:R:3:lowdin_charge:R:1
H 2.21 3.67 1.06 -0.0128
H 3.69 0.24 -2.34 -0.0886
C 3.18 -0.21 -1.48 -0.2900
H 3.84 -0.35 -0.60 -0.0901
H 2.39 0.47 4.61 0.1080
C -1.64 -0.88 -1.72 -0.1978
C -0.63 -1.03 -4.30 -0.0435
C -1.67 -0.14 1.85 -0.1434
Sr 1.17 1.38 -0.21 1.2371
H -3.83 -2.10 -0.59 0.0999
H 0.59 2.98 -1.83 -0.0213
N -1.35 -0.10 0.58 0.1011
H 0.92 0.26 -3.47 0.1060
C 0.31 0.04 2.95 -0.3571
H -2.96 -0.77 3.45 0.1128
H -0.83 0.48 2.61 0.0921
C 1.83 -0.47 4.64 0.0198
H 2.62 -1.12 -1.76 -0.0930
O 1.21 -0.22 2.05 -0.0806
C -2.10 -0.83 -0.31 -0.1761
H -3.22 -2.17 -2.44 0.0961
H -4.46 -2.07 1.84 0.1125
H 0.62 2.80 1.58 -0.0937
C -3.59 -1.53 1.49 -0.0401
N -0.50 -0.20 -2.03 0.0648
H 2.40 2.11 -1.95 -0.0700
C -2.31 -1.63 -2.71 -0.0101
C -0.01 -0.28 -3.28 -0.1136
H -0.18 -1.05 -5.29 0.1079
H 2.43 1.89 1.62 -0.0935
C -1.81 -1.71 -4.01 -0.0530
H 2.15 3.81 -1.30 0.0589
O 0.46 -0.20 4.17 0.0022
H -2.33 -2.29 -4.77 0.1128
H 1.70 -0.82 5.66 0.0929
C -3.24 -1.54 0.14 -0.0046
C -2.77 -0.81 2.38 -0.0302
C 1.67 2.92 -1.93 -0.0924
H 2.30 -1.23 4.00 0.0979
C 1.72 2.71 1.61 -0.4272
```

E_LUMO (alpha / beta)   -0.75 / -0.82 eV
Orbital gap (alpha / beta)   4.732 / 4.698 eV
Energy above the lowest of the compared OMol25 structures with the same formula, charge and spin   4.2756 eV